A molecular structure, C41H57Br66ClN3O3 in a non-equilibrium geometry. Source: the Open Molecules 2025 dataset; level of theory: wB97M-V/def2-TZVPD.

Its spin multiplicity is 1. The lowest unoccupied orbital energy is -3.85 eV. Its total charge is +1. The HOMO-LUMO gap comes out at 6.91 eV.

Cartesian coordinates (Å):
C1 1.73992 -5.69154 -1.26160
C2 0.53854 -6.42140 -2.01157
C3 -0.34691 -5.47075 -2.95438
C4 -1.10721 -4.27431 -2.14840
N1 -0.13815 -3.15061 -1.91028
C5 -0.78852 -1.84855 -1.78566
C6 -1.51289 -1.54024 -0.44504
C7 -1.61522 -2.56846 0.75791
C8 -3.00895 -3.36582 0.60306
O1 -4.16324 -2.51123 0.69741
C9 -2.19058 -0.16256 -0.22925
Cl1 -3.02237 0.32141 1.29430
C10 -2.11944 0.85662 -1.37888
O2 -2.68314 2.22210 -1.30527
C11 -1.80008 3.05001 -0.43889
C12 -0.25488 2.97762 -0.81374
C13 0.59711 2.05047 0.18653
C14 1.51405 1.01531 -0.62045
C15 -1.41594 0.42670 -2.66198
O3 -1.41219 1.38599 -3.71791
N2 -0.78224 -0.86845 -2.84250
C16 -0.15259 -1.10068 -4.16776
C17 -1.32009 -1.54027 -5.19722
C18 -0.86499 -2.73924 -6.15766
C19 -2.17166 -3.20098 -7.00284
N3 -3.20783 -3.76606 -6.05042
H1 1.32276 -5.11108 -0.36358
H2 2.19675 -4.89453 -1.94501
H3 2.54083 -6.40076 -0.86599
H4 1.02033 -7.19728 -2.70599
H5 -0.07856 -7.02024 -1.26152
H6 0.22701 -5.07940 -3.86226
H7 -1.19993 -6.13257 -3.34731
H8 -2.02406 -3.89153 -2.69345
H9 -1.34715 -4.73346 -1.12503
H10 0.64919 -3.15062 -2.56622
H11 -1.60566 -2.01773 1.75916
H12 -0.73011 -3.27597 0.73297
H13 -3.08896 -4.12707 1.45906
H14 -3.09140 -3.93211 -0.37662
H15 -4.61915 -2.60801 1.55403
H16 -2.09761 4.14955 -0.51894
H17 -1.88417 2.77039 0.66220
H18 0.16593 4.03321 -0.66066
H19 -0.04279 2.71110 -1.89413
H20 -0.07171 1.41701 0.85063
H21 1.26728 2.65512 0.88404
H22 2.27613 1.53266 -1.29011
H23 0.91334 0.23420 -1.18143
H24 2.13190 0.44175 0.17057
H25 -2.21388 1.12873 -4.23982
H26 0.64331 -1.90382 -4.18262
H27 0.34316 -0.15585 -4.58361
H28 -2.19911 -1.89346 -4.55262
H29 -1.72772 -0.65917 -5.80194
H30 -0.05485 -2.32619 -6.84669
H31 -0.51637 -3.65785 -5.59067
H32 -2.65500 -2.26322 -7.45369
H33 -1.88629 -3.95197 -7.81329
H34 -2.67611 -4.02886 -5.20288
H35 -3.74114 -2.92717 -5.75344
C20 3.93386 -1.92658 1.57765
Br1 2.91275 -2.34382 -0.01700
Br2 4.17623 -3.48099 2.70834
Br3 5.62220 -1.07612 1.15506
H36 3.34534 -1.20850 2.14040
C21 -6.14160 1.20558 -1.26105
Br4 -7.44766 1.20527 -2.69322
Br5 -6.63043 -0.01852 0.15816
Br6 -4.34625 0.87087 -1.92602
H37 -6.13898 2.20627 -0.83123
C22 3.51438 2.02982 3.41661
Br7 4.16008 2.76927 1.74631
Br8 2.79544 3.40098 4.58185
Br9 2.24242 0.59375 3.12433
H38 4.37260 1.59608 3.92591
C23 7.44134 -5.39747 1.27827
Br10 6.43167 -5.82195 -0.32156
Br11 7.68857 -6.95221 2.40749
Br12 9.12581 -4.53788 0.85666
H39 6.85147 -4.68138 1.84680
C24 10.58748 -7.01722 -1.77668
Br13 9.54337 -7.43111 -3.35552
Br14 10.81860 -8.56705 -0.63579
Br15 12.28455 -6.19879 -2.23054
H40 10.02281 -6.28337 -1.20506
C25 -0.46562 -10.65910 -2.23136
Br16 -1.13765 -9.23094 -3.35738
Br17 1.28120 -10.23921 -1.50339
Br18 -1.72970 -11.13390 -0.84224
H41 -0.34463 -11.53433 -2.86556
C26 13.85642 -3.81207 0.96565
Br19 15.15428 -3.58275 2.38623
Br20 13.11465 -5.60189 0.94681
Br21 12.46251 -2.46756 1.03357
H42 14.38579 -3.67413 0.02550
C27 -7.05934 4.69881 1.41994
Br22 -8.38531 4.71900 0.00804
Br23 -7.52885 3.46062 2.83464
Br24 -5.27590 4.36007 0.73186
H43 -7.04956 5.69595 1.85816
C28 2.74238 6.53807 -1.44583
Br25 1.73689 6.09070 -3.04183
Br26 2.99017 4.99540 -0.29673
Br27 4.42631 7.39569 -1.87095
H44 2.14935 7.25890 -0.88738
C29 -5.35048 8.46920 3.62214
Br28 -6.67480 8.48255 2.20763
Br29 -5.82613 7.23618 5.04132
Br30 -3.56904 8.12821 2.94217
H45 -5.34091 9.46647 4.05647
C30 -0.53921 -3.55264 -11.13066
Br31 0.29810 -4.75912 -9.86477
Br32 -1.09181 -1.89618 -10.28791
Br33 0.58700 -3.23314 -12.67360
H46 -1.44095 -4.04329 -11.48989
C31 2.22365 1.10803 7.54431
Br34 2.48246 2.44916 8.91819
Br35 3.24031 -0.50148 7.90392
Br36 0.34783 0.71367 7.26123
H47 2.60416 1.52630 6.61561
C32 -2.76367 6.77216 7.54047
Br37 -2.61712 7.98162 9.04691
Br38 -1.26089 6.94756 6.32828
Br39 -3.02187 4.93899 8.11138
H48 -3.65374 7.06081 6.98565
C33 -1.40512 -0.04544 10.72675
Br40 -2.94129 -0.55459 11.79181
Br41 -1.65556 1.67718 9.87545
Br42 0.23757 -0.10468 11.75497
H49 -1.30988 -0.78279 9.93168
C34 -11.40732 6.94861 -2.58139
Br43 -11.88747 7.42056 -0.76441
Br44 -9.66472 7.64542 -3.06256
Br45 -11.53388 5.03750 -2.88704
H50 -12.13452 7.42288 -3.23647
C35 5.88040 -3.31752 7.81057
Br46 4.87093 -3.74170 6.21190
Br47 6.13178 -4.86632 8.94804
Br48 7.56249 -2.45149 7.39271
H51 5.28651 -2.60279 8.37673
C36 0.86191 -3.55072 10.24603
Br49 -0.46443 -3.51518 8.83151
Br50 0.35946 -4.75830 11.67453
Br51 2.63365 -3.94010 9.56320
H52 0.89803 -2.55046 10.67246
C37 0.53461 10.12992 4.53972
Br52 1.99594 11.39283 4.39023
Br53 -1.13462 11.00860 4.99548
Br54 0.36369 9.03418 2.94726
H53 0.77588 9.46013 5.36234
C38 -0.98285 13.75888 2.24050
Br55 0.47831 15.02272 2.09055
Br56 -2.65083 14.63723 2.69506
Br57 -1.15559 12.66479 0.64912
H54 -0.74030 13.08761 3.06431
C39 -6.11139 6.28833 -4.91137
Br58 -5.97867 7.48731 -3.39654
Br59 -4.60221 6.47496 -6.11306
Br60 -6.36604 4.45326 -4.34514
H55 -7.00019 6.57438 -5.46958
C40 -8.89073 -2.26248 -4.75631
Br61 -10.19713 -2.26117 -6.18699
Br62 -9.37912 -3.48535 -3.33491
Br63 -7.10078 -2.60622 -5.41699
H56 -8.88538 -1.26256 -4.32823
C41 10.14491 -4.00050 -6.28005
Br64 9.73969 -3.50339 -4.45022
Br65 11.90915 -3.40337 -6.81432
Br66 9.90765 -5.90040 -6.57879
H57 9.42840 -3.48596 -6.91589

Cartesian forces (eV/Å) of the 2 atoms listed first:
-0.75 0.78 0.34
1.12 -0.18 -0.64

---

A molecular structure, C41H57F9NO22S2 in a non-equilibrium geometry. Source: the Open Molecules 2025 dataset; level of theory: wB97M-V/def2-TZVPD.

Its spin multiplicity is 1. The lowest unoccupied orbital energy is 1.58 eV. Its total charge is -1. The HOMO-LUMO gap comes out at 7.33 eV.

Cartesian coordinates (Å):
O1 1.73450 0.29497 4.30907
C1 2.57087 0.52670 3.54178
F1 3.69372 1.08722 3.96237
C2 2.46244 0.20474 2.07231
S1 2.06330 1.75625 1.21199
O2 2.52892 1.61711 -0.14135
O3 2.68848 2.79211 1.98290
N1 0.45303 1.75739 1.22638
S2 -0.21541 3.12692 0.68945
O4 -1.19363 2.87813 -0.32741
O5 0.71895 4.12408 0.23328
C3 -1.00598 3.79850 2.15848
C4 -1.73961 2.73115 2.95722
O6 -2.56595 2.01439 2.04968
C5 -3.26818 1.00286 2.69951
C6 -3.76135 -0.03923 1.73392
F2 -4.48248 -0.95875 2.39602
F3 -4.58741 0.52693 0.86496
C7 -2.68461 -0.80723 0.92479
F4 -3.30976 -1.29788 -0.16832
F5 -1.71883 -0.05771 0.49297
C8 -2.05158 -2.04488 1.63316
F6 -1.02864 -2.42467 0.86571
F7 -2.87285 -3.07466 1.66339
C9 -1.43864 -1.83060 3.02450
F8 -2.33927 -1.81228 4.00963
F9 -0.68493 -0.75097 3.01843
H1 1.70616 -0.54963 1.90975
H2 3.45532 -0.11638 1.70859
H3 -1.72694 4.56046 1.86562
H4 -0.27048 4.26999 2.80460
H5 -2.39622 3.15817 3.71598
H6 -0.99572 2.09917 3.43992
H7 -4.16953 1.45835 3.14340
H8 -2.69897 0.59696 3.53503
H9 -0.76656 -2.67112 3.20959
O7 -9.09958 0.13984 0.54777
C10 -8.62669 0.16390 -0.55151
O8 -9.37927 0.09365 -1.68240
C11 -8.52033 0.03888 -2.83685
C12 -7.20236 0.63354 -2.38352
C13 -7.15690 0.23146 -0.91334
H10 -8.42199 -1.00761 -3.14348
H11 -8.96860 0.60524 -3.65001
H12 -6.34905 0.28088 -2.96226
H13 -7.23702 1.70911 -2.46227
H14 -6.71240 -0.75538 -0.77145
H15 -6.63956 0.96897 -0.30947
O9 -7.67694 2.77232 -4.14023
C14 -6.82756 2.93940 -4.96969
O10 -6.40608 1.95204 -5.79242
C15 -5.30700 2.42132 -6.59837
C16 -5.43775 3.93487 -6.60448
C17 -6.04515 4.20821 -5.23218
H16 -4.37444 2.08575 -6.14044
H17 -5.38437 1.99464 -7.59620
H18 -4.49339 4.44583 -6.78174
H19 -6.13833 4.24278 -7.38298
H20 -5.28125 4.31663 -4.46029
H21 -6.70232 5.07334 -5.23763
O11 5.09735 -0.90516 1.57106
C18 6.19158 -0.50690 1.86378
O12 6.41644 0.46869 2.76759
C19 7.81907 0.78695 2.80810
C20 8.51542 -0.44737 2.26023
C21 7.49583 -0.97594 1.26307
H22 7.99125 1.67285 2.19284
H23 8.10979 1.01059 3.83222
H24 9.49032 -0.23573 1.82231
H25 8.65804 -1.17688 3.05906
H26 7.61470 -0.52291 0.27653
H27 7.52372 -2.05940 1.19297
O13 9.08478 -4.21864 6.47365
C22 8.12817 -3.96680 5.80027
O14 8.13740 -3.03679 4.81474
C23 6.81363 -2.89098 4.26577
C24 6.09588 -4.18531 4.59962
C25 6.74327 -4.57390 5.92530
H28 6.33897 -2.02166 4.72804
H29 6.87894 -2.72989 3.19399
H30 5.01412 -4.07571 4.64831
H31 6.32346 -4.93963 3.84439
H32 6.23622 -4.11886 6.77757
H33 6.80412 -5.65125 6.05262
O15 8.40653 -4.03250 1.16937
C26 8.85064 -4.10422 0.05982
O16 8.07234 -4.16261 -1.04478
C27 8.88881 -4.35120 -2.21310
C28 10.26993 -3.85388 -1.81751
C29 10.31308 -4.18556 -0.32915
H34 8.88612 -5.41301 -2.46917
H35 8.46536 -3.78923 -3.04224
H36 11.07247 -4.30708 -2.39686
H37 10.32704 -2.77252 -1.95394
H38 10.66966 -5.19999 -0.14472
H39 10.90420 -3.46935 0.23501
O17 -8.46126 1.02073 -8.98782
C30 -8.79665 0.01768 -8.43021
O18 -9.84842 -0.74159 -8.83585
C31 -10.06458 -1.81522 -7.90472
C32 -8.73560 -1.99812 -7.18950
C33 -8.18054 -0.57772 -7.18089
H40 -10.86719 -1.52576 -7.22252
H41 -10.37041 -2.70651 -8.44884
H42 -8.83717 -2.44017 -6.19969
H43 -8.08260 -2.64399 -7.77964
H44 -8.52145 -0.00931 -6.31447
H45 -7.09626 -0.56267 -7.23848
O19 -1.01201 2.98209 5.65972
C34 -1.27017 1.97239 6.24012
O20 -2.32709 1.17839 5.91663
C35 -2.43517 0.09747 6.85682
C36 -1.04803 -0.04203 7.46374
C37 -0.53807 1.39545 7.43393
H46 -3.19106 0.36014 7.60124
H47 -2.75382 -0.80202 6.33473
H48 -1.05698 -0.48903 8.45697
H49 -0.42371 -0.66443 6.82018
H50 -0.82770 1.95258 8.32655
H51 0.53746 1.44603 7.28781
O21 0.84658 3.00588 -5.94707
C38 1.67391 2.83653 -5.09451
O22 3.00508 2.78102 -5.36539
C39 3.72976 2.46115 -4.16028
C40 2.81323 2.86373 -3.02037
C41 1.43325 2.61524 -3.61470
H52 3.94460 1.38906 -4.16209
H53 4.67154 3.00786 -4.15086
H54 3.00165 2.31513 -2.10022
H55 2.93293 3.92752 -2.80682
H56 1.10185 1.58699 -3.46032
H57 0.69161 3.31102 -3.23192

Cartesian forces (eV/Å) of the 2 atoms listed first:
-2.37 -0.65 2.60
0.57 -0.13 -2.26

---

3 unconnected molecules or ions with the total composition C41H59N4O6PS2 in a non-equilibrium geometry. Source: the Open Molecules 2025 dataset; level of theory: wB97M-V/def2-TZVPD.

Its spin multiplicity is 1. The lowest unoccupied orbital energy is 0.49 eV. Its total charge is 0. As for the SMILES: CCCc1c(COCOCCO)cc(CC(=O)N(C)C)c2c1Nc1c(CC)c(N=C(C)C)c([PH2]=S)c(-c3cccnc3)c1S2.C1CCOC1.C1CCOC1. The HOMO-LUMO gap comes out at 7.93 eV.

Cartesian coordinates (Å):
C1 -0.40346 1.60463 4.13409
C2 1.10041 1.76849 3.92472
C3 1.67056 1.03846 2.67354
C4 0.65319 0.25434 1.87438
C5 0.47064 -1.10459 2.14191
C6 1.21156 -1.82902 3.23954
O1 2.42706 -2.37597 2.76849
C7 2.75796 -3.60318 3.32666
O2 3.58811 -3.39406 4.45240
C8 3.36566 -4.27922 5.53789
C9 2.85185 -3.47971 6.71840
O3 2.90732 -4.18968 7.94401
C10 -0.44834 -1.85544 1.41568
C11 -1.20001 -1.26112 0.41343
C12 -2.19745 -2.07328 -0.39699
C13 -1.80465 -3.52784 -0.47189
O4 -0.74780 -3.85379 -0.92170
N1 -2.74134 -4.50485 0.01844
C14 -2.98817 -5.54850 -1.00046
C15 -2.18389 -5.13798 1.22150
C16 -1.03032 0.10576 0.15785
C17 -0.11334 0.87472 0.87062
N2 0.09030 2.27520 0.69674
C18 -0.29087 2.87650 -0.52737
C19 0.30047 4.11060 -0.83667
C20 1.31323 4.73291 0.08587
C21 2.76196 4.29604 -0.22609
C22 -0.03903 4.78947 -2.01164
N3 0.60297 6.02303 -2.28841
C23 1.40132 6.01907 -3.28958
C24 1.96459 4.75930 -3.87681
C25 1.75263 7.32650 -3.92672
C26 -0.99926 4.26883 -2.89828
P1 -1.49109 5.18227 -4.38292
S1 -1.13245 4.34940 -6.11439
C27 -1.56622 3.02111 -2.58712
C28 -2.56281 2.41143 -3.52562
C29 -2.12122 1.54792 -4.51783
C30 -3.09364 1.03179 -5.35664
C31 -4.41206 1.40737 -5.13976
N4 -4.84148 2.24782 -4.20873
C32 -3.90190 2.74230 -3.39805
C33 -1.22231 2.35191 -1.41802
S2 -2.05836 0.81869 -1.10288
H1 -0.69160 2.14682 5.03412
H2 -0.98157 2.00050 3.30368
H3 -0.65561 0.55894 4.29832
H4 1.60643 1.35902 4.79846
H5 1.33860 2.83057 3.90055
H6 2.44745 0.35716 3.00254
H7 2.19620 1.75322 2.04083
H8 0.52916 -2.58566 3.63412
H9 1.38207 -1.12614 4.05961
H10 3.33153 -4.13315 2.56396
H11 1.87199 -4.19143 3.58219
H12 2.71026 -5.11551 5.28186
H13 4.33581 -4.69207 5.82249
H14 1.84716 -3.08765 6.52830
H15 3.49293 -2.60810 6.83097
H16 2.77290 -5.12599 7.77327
H17 -0.55660 -2.89838 1.66369
H18 -3.20737 -1.94817 -0.01643
H19 -2.14015 -1.72194 -1.42807
H20 -2.74519 -5.15810 -1.98496
H21 -4.05167 -5.77942 -1.01386
H22 -2.42164 -6.45685 -0.80579
H23 -2.93885 -5.81820 1.60438
H24 -1.99790 -4.41473 2.00983
H25 -1.24708 -5.66285 1.00710
H26 1.09078 2.40754 0.76011
H27 1.26905 5.81365 -0.00821
H28 1.10997 4.46012 1.11902
H29 2.79406 3.25389 -0.54602
H30 3.22299 4.93553 -0.97315
H31 3.38217 4.39260 0.66411
H32 2.14375 3.99275 -3.13010
H33 1.31081 4.33665 -4.63842
H34 2.92212 4.99280 -4.34320
H35 1.44444 7.26006 -4.97174
H36 1.24822 8.14098 -3.42391
H37 2.83549 7.45259 -3.91365
H38 -2.85536 5.48794 -4.22463
H39 -0.86759 6.42832 -4.32057
H40 -1.07435 1.31227 -4.63525
H41 -2.83629 0.34865 -6.14969
H42 -5.16835 0.97892 -5.78755
H43 -4.19801 3.42400 -2.61124
C34 2.59985 0.33515 -6.84476
C35 2.88410 1.67671 -7.51271
C36 1.86455 2.58279 -6.83668
O5 1.67072 2.05982 -5.51662
C37 2.26797 0.76275 -5.42257
H44 3.43185 -0.36582 -6.89167
H45 1.73042 -0.13603 -7.30891
H46 3.89847 2.00469 -7.27246
H47 2.78018 1.66007 -8.59639
H48 0.90308 2.56338 -7.35859
H49 2.19633 3.61949 -6.76885
H50 3.17395 0.84377 -4.81140
H51 1.57542 0.08242 -4.92515
C38 -1.80943 -5.16621 6.54549
C39 -3.10291 -5.92598 6.26805
C40 -3.70450 -5.10891 5.13324
O6 -2.60391 -4.56077 4.40031
C41 -1.39692 -4.74098 5.14379
H52 -1.04841 -5.76099 7.04867
H53 -2.01621 -4.28734 7.15983
H54 -2.87474 -6.93750 5.92421
H55 -3.76289 -6.00121 7.13046
H56 -4.30919 -4.28072 5.51626
H57 -4.32214 -5.70591 4.46148
H58 -0.80191 -5.52085 4.65187
H59 -0.82522 -3.81062 5.13444

Cartesian forces (eV/Å) of the 2 atoms listed first:
0.27 0.14 0.32
-0.20 -0.19 -0.10